ORCA calculation (wB97M-V/def2-TZVPD) on a cluster of 20 separate species, C24H94N6O20 in total.

## Properties
Total charge: 0
HOMO level (eV): -8.99
HOMO-LUMO gap (eV): 8.42

Each line ends with the Mulliken charge.
Cartesian coordinates (Å):
C  -6.551  -1.779  0.081  -1.719
C  -5.525  -2.453  -0.843  1.870
C  -5.430  -3.950  -0.628  -0.577
O  -4.684  -4.488  -1.653  -0.355
C  -4.076  -5.706  -1.270  -0.806
N  -5.907  -2.217  -2.263  -0.772
H  -6.762  -0.802  -0.353  0.434
H  -6.358  -1.609  1.140  0.337
H  -7.479  -2.344  0.162  0.397
H  -4.519  -2.077  -0.656  -0.798
H  -6.418  -4.410  -0.669  0.363
H  -5.076  -4.190  0.375  0.145
H  -4.638  -6.434  -0.686  0.386
H  -3.197  -5.515  -0.654  0.205
H  -3.730  -6.235  -2.158  0.375
H  -6.895  -2.397  -2.371  0.297
H  -5.466  -2.820  -2.943  0.295
C  -0.750  -1.731  -0.901  -1.265
C  0.276  -0.852  -0.207  0.867
C  0.208  0.623  -0.581  -0.566
O  1.119  1.299  0.262  1.052
C  1.543  2.647  -0.180  -0.157
N  -0.071  -1.091  1.178  0.016
H  -0.678  -2.789  -0.651  0.513
H  -0.541  -1.712  -1.971  0.565
H  -1.776  -1.415  -0.711  -0.363
H  1.248  -1.293  -0.428  -0.120
H  -0.779  1.003  -0.317  -0.045
H  0.498  0.714  -1.628  0.243
H  0.709  3.345  -0.108  0.182
H  1.887  2.585  -1.213  -0.121
H  2.435  3.026  0.317  -0.123
H  -0.097  -0.194  1.640  -0.018
H  -1.033  -1.359  1.332  0.212
C  -1.409  4.241  2.354  -1.143
C  -1.110  3.634  3.761  0.299
C  -0.035  2.524  3.775  1.151
O  0.061  2.011  5.094  -0.560
C  1.185  1.072  5.185  -0.431
N  -0.689  4.681  4.693  -0.700
H  -2.098  5.083  2.413  0.448
H  -1.813  3.504  1.660  0.147
H  -0.443  4.604  2.003  0.155
H  -2.040  3.181  4.105  0.291
H  0.869  2.983  3.374  -0.584
H  -0.277  1.715  3.086  -0.221
H  1.199  0.624  6.178  0.337
H  2.127  1.617  5.124  0.178
H  1.210  0.235  4.487  0.107
H  -0.370  4.192  5.517  0.266
H  -1.573  5.110  4.925  0.262
C  2.141  2.217  -4.618  -0.739
C  2.700  2.849  -5.913  0.170
C  3.272  1.803  -6.927  -0.583
O  3.735  2.464  -8.095  -0.319
C  4.880  1.950  -8.703  -0.753
N  1.514  3.633  -6.386  -0.718
H  2.152  2.913  -3.778  0.224
H  2.778  1.406  -4.265  0.350
H  1.127  1.820  -4.588  -0.002
H  3.450  3.634  -5.812  0.350
H  2.406  1.179  -7.145  0.226
H  4.002  1.241  -6.344  0.390
H  5.763  2.164  -8.099  0.314
H  4.982  2.397  -9.692  0.250
H  4.863  0.876  -8.887  0.308
H  0.781  2.946  -6.489  0.256
H  1.628  3.935  -7.342  0.288
C  6.007  4.762  2.406  -1.478
C  4.784  4.378  3.263  0.331
C  4.138  5.253  4.352  -0.726
O  3.178  4.534  5.083  -0.241
C  2.849  4.934  6.324  -0.906
N  3.666  3.911  2.421  -0.316
H  5.728  5.737  2.009  0.324
H  6.367  3.980  1.737  0.357
H  6.809  4.871  3.137  0.412
H  5.184  3.515  3.795  0.365
H  3.861  6.220  3.932  0.313
H  4.877  5.538  5.100  0.509
H  3.656  4.550  6.948  0.360
H  1.940  4.458  6.693  0.167
H  2.800  6.022  6.295  0.392
H  3.797  3.068  1.880  0.042
H  2.919  3.817  3.094  -0.038
C  -1.423  -4.991  2.665  -1.241
C  -2.939  -4.762  2.614  1.726
C  -3.723  -6.030  2.941  -1.003
O  -3.277  -7.014  1.937  -0.256
C  -3.679  -8.386  2.211  -0.794
N  -3.277  -3.585  3.493  -0.785
H  -1.005  -4.044  2.324  0.058
H  -1.011  -5.691  1.938  0.316
H  -1.222  -5.288  3.694  0.395
H  -3.240  -4.433  1.620  -0.592
H  -4.810  -5.954  2.950  0.375
H  -3.430  -6.459  3.899  0.565
H  -3.049  -9.078  1.653  0.259
H  -4.703  -8.618  1.919  0.288
H  -3.577  -8.555  3.282  0.311
H  -2.735  -2.882  3.011  0.072
H  -4.199  -3.179  3.575  0.308
O  1.823  -1.879  -3.821  -0.646
H  1.241  -1.273  -4.279  0.282
H  1.302  -2.674  -3.710  0.260
O  0.305  -4.564  -2.308  -0.567
H  -0.537  -4.137  -2.465  0.338
H  0.129  -5.496  -2.435  0.254
O  -0.968  4.617  -1.742  -0.580
H  -1.909  4.600  -1.567  0.265
H  -0.700  5.512  -1.532  0.265
O  2.117  -2.827  2.131  -0.732
H  2.118  -2.814  3.088  0.277
H  1.235  -2.545  1.887  0.325
O  -2.127  -3.354  -3.007  -0.645
H  -2.484  -2.687  -3.593  0.255
H  -2.731  -3.369  -2.264  0.227
O  2.715  -4.224  -0.361  -0.779
H  2.432  -3.809  0.453  0.429
H  1.921  -4.277  -0.893  0.333
O  3.617  -2.069  -1.619  -0.671
H  3.469  -2.856  -1.094  0.397
H  3.008  -2.152  -2.353  0.311
O  4.375  0.655  -1.359  -0.639
H  4.164  -0.278  -1.398  0.403
H  3.619  1.089  -1.756  0.202
O  -2.856  -1.171  1.409  -0.422
H  -3.119  -0.639  2.160  0.247
H  -2.803  -0.550  0.682  0.085
O  -0.983  2.251  -3.382  -0.608
H  -0.717  3.156  -3.221  0.374
H  -1.309  1.943  -2.536  0.236
O  -0.570  -0.524  -4.588  -0.631
H  -1.453  -0.885  -4.523  0.168
H  -0.594  0.268  -4.052  0.322
O  -3.342  1.029  -1.099  -0.500
H  -3.597  1.821  -0.624  0.249
H  -4.027  0.913  -1.758  0.252
O  3.157  0.271  1.794  -0.671
H  2.745  0.781  1.097  0.226
H  3.145  -0.630  1.471  0.239
O  2.883  6.197  0.915  -0.694
H  3.116  5.401  1.393  0.420
H  2.473  6.760  1.572  0.310

***

ORCA calculation (wB97M-V/def2-TZVPD) on a structure of composition C25H12F5N7OReS2Se2.

## Properties
Multiplicity: 2
Total charge: 0
HOMO level (alpha / beta) (eV): -6.95 / -7.28
⟨S²⟩: 0.76
HOMO-LUMO gap (alpha / beta) (eV): 5.42 / 5.69

Each line ends with the Mulliken charge.
Cartesian coordinates (Å):
Re  0.590  0.397  0.331  0.393
Se  -3.252  2.137  6.680  0.289
N  -3.286  2.813  5.086  -0.839
C  -2.417  2.137  4.401  0.916
C  -2.151  2.374  3.021  0.171
C  -2.809  3.335  2.269  -0.471
C  -2.472  3.471  0.943  -1.059
C  -1.501  2.675  0.407  0.102
N  -0.841  1.744  1.100  0.264
C  -1.163  1.572  2.408  0.189
C  -0.482  0.543  3.129  0.223
N  0.415  -0.193  2.445  0.079
C  1.078  -1.157  3.065  -0.200
C  0.894  -1.459  4.390  -0.951
C  -0.018  -0.741  5.124  -0.539
C  -0.726  0.280  4.494  0.118
C  -1.698  1.087  5.139  0.991
N  -2.016  0.959  6.390  -0.840
H  -3.572  3.949  2.739  0.546
H  -2.975  4.207  0.320  0.441
H  -1.224  2.788  -0.627  0.356
H  1.803  -1.711  2.477  0.459
H  1.468  -2.265  4.845  0.422
H  -0.207  -0.942  6.175  0.541
F  -3.127  -0.324  -6.085  -0.300
C  -2.273  0.077  -5.121  0.724
C  -2.642  -0.009  -3.815  -0.090
F  -3.865  -0.478  -3.498  -0.301
C  -1.779  0.402  -2.830  -0.407
F  -2.191  0.377  -1.539  -0.298
C  -0.515  0.901  -3.137  1.146
S  0.574  1.447  -1.935  -0.525
C  -0.182  0.987  -4.497  -0.017
F  1.018  1.458  -4.846  -0.345
C  -1.055  0.578  -5.463  0.170
F  -0.722  0.655  -6.768  -0.301
S  -2.852  -2.812  1.245  -0.425
C  -1.796  -1.775  0.676  0.639
N  -0.972  -0.999  0.243  -1.038
N  4.495  -0.491  -3.731  -0.283
C  4.438  -1.750  -3.209  0.413
O  5.172  -2.655  -3.557  -0.643
C  3.378  -1.995  -2.163  -0.010
C  3.081  -3.319  -1.859  -0.342
C  2.089  -3.580  -0.940  -1.015
C  1.425  -2.521  -0.344  -0.065
N  1.721  -1.246  -0.608  0.161
C  2.685  -1.010  -1.497  -0.259
H  5.203  -0.296  -4.418  0.220
H  3.857  0.242  -3.484  0.187
H  3.629  -4.112  -2.361  0.481
H  1.808  -4.597  -0.683  0.429
H  0.628  -2.708  0.350  0.453
H  2.909  0.026  -1.670  0.369
Se  2.424  1.528  0.791  -0.329

***

ORCA calculation (wB97M-V/def2-TZVPD) on a structure of composition C25H15Cl3CoFIN2O5.

## Properties
Multiplicity: 2
Total charge: -2
HOMO level (alpha / beta) (eV): -0.57 / -0.58
⟨S²⟩: 0.77
HOMO-LUMO gap (alpha / beta) (eV): 4.09 / 4.07

Each line ends with the Mulliken charge.
Cartesian coordinates (Å):
Co  0.448  -0.659  1.682  0.037
Cl  -4.836  5.061  0.675  -0.280
C  -3.654  3.777  0.803  0.483
C  -2.415  4.036  1.351  -0.855
C  -1.485  3.017  1.447  0.926
Cl  0.049  3.416  2.164  -0.225
C  -1.702  1.682  0.990  -1.426
O  -0.870  0.722  1.030  -0.183
C  -3.028  1.503  0.467  0.921
Cl  -3.469  -0.103  -0.026  -0.215
C  -3.969  2.502  0.363  -0.878
H  -2.163  5.025  1.708  0.408
H  -4.943  2.283  -0.052  0.421
O  0.707  -4.591  -4.050  -0.751
C  1.257  -4.781  -2.939  0.435
O  2.089  -5.666  -2.623  -0.743
C  0.997  -3.705  -1.853  0.196
C  0.340  -2.576  -2.147  -1.041
C  0.092  -1.460  -1.165  1.233
N  0.526  -1.779  0.195  -0.118
C  1.236  -2.934  0.420  0.762
C  1.493  -3.887  -0.500  -0.665
C  1.725  -3.047  1.835  -0.009
O  2.368  -3.988  2.276  -0.760
O  1.399  -2.005  2.569  -0.528
H  -0.013  -2.442  -3.165  0.509
H  -0.986  -1.243  -1.141  -0.373
H  2.046  -4.773  -0.234  0.502
F  -0.560  1.885  -6.723  -0.364
C  -0.231  1.377  -5.500  0.505
C  1.097  1.299  -5.146  -0.688
C  1.416  0.782  -3.896  -0.374
C  0.436  0.350  -3.006  0.176
C  0.808  -0.164  -1.641  -0.522
C  -0.894  0.440  -3.416  -0.028
C  -1.238  0.952  -4.660  -0.691
H  1.862  1.625  -5.839  0.396
H  2.458  0.697  -3.609  0.352
H  0.609  0.618  -0.908  -0.025
H  1.883  -0.373  -1.614  0.242
H  -1.678  0.106  -2.750  0.346
H  -2.270  1.016  -4.979  0.424
I  2.911  0.986  1.938  0.160
C  1.810  0.732  3.684  0.303
C  2.357  0.973  4.932  -0.690
C  1.561  0.730  6.037  -0.114
C  0.266  0.272  5.853  -0.811
C  -0.184  0.060  4.564  -0.249
N  0.575  0.289  3.496  0.236
H  3.375  1.320  5.024  0.396
H  1.954  0.889  7.033  0.361
H  -0.382  0.062  6.692  0.393
H  -1.180  -0.309  4.357  0.482

***

The records above give, respectively, energy above the lowest of the compared OMol25 structures with the same formula, charge and spin values of 51.5; 0.0; 22.6 kcal/mol.